111
Properties=species:S:1:pos:R:3 method="wB97M-V/def2-TZVPD" total_charge=-1 de_lowest_ev=0.471 largest_force_ha_per_bohr=0.0586 homo_ev="-4.755 / -5.453" multiplicity=5
Rh 1.36138 0.50263 -1.05772
C 1.39518 3.19332 -5.11391
C 1.71280 3.04976 -3.62368
C 3.10965 3.56983 -3.28771
C 0.64750 3.74655 -2.81107
C 0.63589 5.12883 -2.76530
C -0.35706 5.80818 -2.08550
C -1.37046 5.08967 -1.48969
C -1.40756 3.69868 -1.49937
C -2.59507 3.11576 -0.75718
C -2.27510 3.01741 0.73459
C -3.13671 1.78020 -1.25057
C -0.36120 3.01242 -2.14435
N -0.22947 1.62218 -2.13535
C -0.74602 0.81920 -3.00766
C -0.45798 -0.55184 -2.99512
C -0.98604 -1.59643 -3.77520
C -0.32997 -2.73895 -3.37534
C 0.59661 -2.37463 -2.37521
N 0.48878 -1.06347 -2.13404
C 1.51373 -3.34962 -1.67939
C 0.69023 -4.07379 -0.60265
C 2.02079 -4.39272 -2.68568
C 2.72890 -2.67573 -1.04098
H 2.14508 2.67819 -5.70725
H 1.37647 4.24083 -5.40564
H 0.42293 2.75789 -5.33625
H 1.70231 1.98215 -3.38803
H 3.27342 4.56800 -3.68520
H 3.86621 2.90844 -3.69971
H 3.23575 3.58885 -2.20866
H 1.41493 5.68418 -3.26310
H -0.34089 6.88651 -2.01918
H -2.16494 5.61575 -0.97846
H -3.40427 3.85005 -0.87293
H -1.57387 2.20406 0.90755
H -3.18596 2.82569 1.29911
H -1.81337 3.93246 1.09069
H -2.44769 0.98471 -0.97894
H -3.29460 1.78336 -2.32755
H -4.09271 1.58365 -0.76514
H -1.42371 1.19048 -3.77888
H -1.73963 -1.50192 -4.53605
H -0.49075 -3.73048 -3.75133
H -0.17490 -4.56578 -1.04575
H 0.33656 -3.35771 0.13747
H 1.30027 -4.82141 -0.09896
H 1.22041 -5.04607 -3.02615
H 2.78370 -5.01106 -2.21883
H 2.46639 -3.90058 -3.54506
H 2.44539 -1.78084 -0.48851
H 3.45562 -2.39707 -1.80254
H 3.21928 -3.35691 -0.34704
O -0.21877 2.22756 5.69394
N 0.76136 1.49027 5.69987
O 1.12563 0.87252 6.69243
C 1.46704 1.31206 4.49353
C 2.53280 0.41383 4.43897
C 3.07486 0.05264 3.22056
C 2.52769 0.54136 1.97060
O 2.71720 -0.01576 0.87969
C 1.68706 1.72072 2.12814
C 1.10723 2.02904 3.34931
N 1.39890 2.50609 1.02888
O 0.65841 3.49639 1.16440
O 1.94195 2.26019 -0.10618
N 4.15265 -0.87568 3.23224
O 4.77344 -0.98307 4.28524
O 4.39804 -1.53499 2.24091
H 2.90933 -0.03145 5.34877
H 0.38232 2.82814 3.40249
O -0.49428 0.07213 0.46407
As -1.38948 -0.94635 1.36868
C -2.19837 -2.37651 0.31046
C -2.65195 -2.09408 -0.96968
C -3.26731 -3.07739 -1.72471
C -3.41700 -4.35003 -1.20199
C -2.95425 -4.64090 0.07087
C -2.35454 -3.65290 0.83348
C -0.32906 -1.82330 2.73766
C 0.95507 -2.16827 2.34407
C 1.77975 -2.89061 3.18691
C 1.33039 -3.23665 4.44965
C 0.05527 -2.87761 4.85566
C -0.78702 -2.18541 3.99876
C -2.96492 -0.09565 2.17054
C -2.87736 0.68084 3.31828
C -4.02035 1.25892 3.84719
C -5.24763 1.07922 3.23051
C -5.33712 0.29809 2.09107
C -4.20090 -0.29048 1.56642
H -2.50108 -1.10080 -1.37646
H -3.62493 -2.85349 -2.71924
H -3.90066 -5.11672 -1.78967
H -3.06017 -5.64263 0.46258
H -1.99092 -3.87848 1.82923
H 1.31189 -1.84454 1.37413
H 2.76846 -3.16903 2.85820
H 1.97694 -3.78990 5.11495
H -0.27979 -3.14967 5.84725
H -1.79101 -1.92702 4.31689
H -1.91662 0.84633 3.79440
H -3.95259 1.85223 4.74542
H -6.13426 1.54480 3.63530
H -6.29416 0.14404 1.61355
H -4.27034 -0.90771 0.67729
O 5.71363 0.12628 -0.94796
S 5.37657 -0.08803 -2.32616
O 5.85851 0.88636 -3.27560
O 5.31663 -1.45059 -2.79640
S 3.20160 0.39276 -2.35103

***

103
Properties=species:S:1:pos:R:3 method="wB97M-V/def2-TZVPD" total_charge=+2 de_lowest_ev=2.912 largest_force_ha_per_bohr=0.0335 homo_ev="-11.406 / -12.924" multiplicity=6
Ru -0.07383 -0.26803 -0.10365
C -0.20924 3.78199 5.36318
C -1.45857 3.28117 5.01966
C -1.61169 2.52566 3.86955
C -0.50966 2.27185 3.04782
C 0.73541 2.77728 3.39430
C 0.88474 3.52707 4.55297
P -0.87404 1.31119 1.52979
C -1.74097 -0.04876 2.41866
C -0.68835 -0.73886 3.25640
C -1.13293 -1.86912 4.22200
C -2.57168 -2.24772 4.11771
C -3.40805 -1.61115 3.29983
C -2.99930 -0.50260 2.44273
C -1.58284 2.60374 0.46176
C -2.19213 3.76395 0.88914
C -2.56173 4.74827 -0.03691
C -2.31609 4.57047 -1.37164
C -1.67093 3.40617 -1.84174
C -1.40393 3.21101 -3.21852
C -0.77941 2.07307 -3.65226
C -0.38911 1.08913 -2.73060
C -0.59387 1.24721 -1.37424
C -1.27714 2.41320 -0.91001
H -0.09304 4.36856 6.26436
H -2.31744 3.47015 5.64962
H -2.58536 2.12905 3.61314
H 1.59424 2.57846 2.76976
H 1.86096 3.90639 4.82410
H -0.06922 -0.00211 3.76895
H -0.89178 -1.67714 5.26899
H -2.92156 -3.04311 4.76446
H -4.45482 -1.88568 3.27746
H -3.78697 -0.04695 1.86528
H -2.40208 3.92697 1.93626
H -3.03813 5.65415 0.31225
H -2.60460 5.32559 -2.09219
H -1.71622 3.96857 -3.92651
H -0.58833 1.91260 -4.70511
H 0.05910 0.18114 -3.10760
N 3.50347 1.65677 1.63095
C 3.03053 0.46803 2.05854
N 1.82313 0.00563 1.83501
C 1.64991 -1.22585 2.44978
C 2.73243 -1.72403 3.07530
S 4.05227 -0.61511 2.96566
C 0.24858 -1.74528 2.50232
C -0.09024 -2.82177 3.56642
S -0.69747 -4.26397 2.67571
C -0.69437 -3.36159 1.15915
N -0.21708 -2.14606 1.18594
N -1.16020 -4.00654 0.09917
H 2.86933 2.32937 1.23600
H 4.38480 1.99094 1.98215
H 2.85087 -2.66469 3.58662
H 0.71985 -3.12378 4.22322
H -1.43096 -4.97079 0.18840
H -1.17709 -3.57971 -0.81227
C 1.97641 -4.00873 -3.83267
C 0.82699 -3.52240 -4.44250
C -0.06631 -2.74483 -3.72965
C 0.19355 -2.41182 -2.39120
C 1.36737 -2.88172 -1.79129
C 2.23345 -3.69304 -2.50642
N -0.75193 -1.68575 -1.64067
N -1.97278 -1.85379 -2.09723
C -3.10978 -1.29381 -1.69084
C -4.25935 -1.64820 -2.44617
C -5.46797 -1.07997 -2.15935
C -5.53904 -0.16312 -1.10910
C -4.39155 0.09231 -0.38714
N -3.19817 -0.45237 -0.63642
H 2.65954 -4.64011 -4.38421
H 0.62057 -3.75642 -5.47848
H -0.97851 -2.38373 -4.18184
H 1.55661 -2.65749 -0.74783
H 3.11145 -4.10321 -2.02450
H -4.12706 -2.34966 -3.25720
H -6.34783 -1.32249 -2.73958
H -6.46479 0.32812 -0.84662
H -4.44950 0.76992 0.45133
C 2.08163 -0.08732 -4.59162
C 2.99820 -0.51825 -3.45366
As 2.52060 -0.01258 -1.59237
C 3.07236 1.89983 -1.68854
C 2.07546 2.92805 -1.14989
C 4.20798 -0.70222 -0.80794
C 4.17712 -2.16372 -0.37126
H 2.59811 -0.23864 -5.53980
H 1.82589 0.97173 -4.51921
H 1.16844 -0.68001 -4.62436
H 3.97895 -0.05681 -3.58873
H 3.13423 -1.59929 -3.46694
H 3.29265 2.12325 -2.73285
H 4.01203 1.96120 -1.14004
H 1.31138 3.15343 -1.89116
H 2.58077 3.86542 -0.90948
H 1.55212 2.56202 -0.26190
H 4.47865 -0.06024 0.02558
H 4.96904 -0.56774 -1.57901
H 3.33934 -2.35974 0.30156
H 5.09826 -2.42236 0.15119
H 4.08830 -2.81818 -1.23724

***

Electronic energy for every record listed, in sequence, given in eV: -162894.10049, -152204.74500.